1.
{"formula": "C4H6N2O2", "method": "the ωB97M-V functional and the def2-TZVPD basis", "elements": ["O", "C", "C", "N", "O", "N", "C", "C", "H", "H", "H", "H", "H", "H"], "positions_angstrom": [[-1.00584, 1.79003, 0.08800], [-0.12000, 0.83073, -0.06128], [1.37563, 1.00816, 0.22579], [2.31838, 0.13147, -0.17916], [1.65184, -1.17809, -0.07857], [-0.58380, -0.50283, -0.54694], [-2.24003, -0.33535, -0.27721], [-1.30920, -1.37890, 0.59658], [1.63663, 1.98509, 0.76128], [2.37546, -1.69032, 0.11343], [-2.46526, 0.61399, 0.48280], [-2.87021, -0.44202, -1.24262], [-0.97023, -2.36143, 0.26621], [-1.25482, -1.14917, 1.72290]], "homo_ev": -9.7, "charge": 0, "gap_ha": 0.32541, "lumo_energy_ev": -0.9, "e_above_lowest_ev": 7.780}

***

2.
{"formula": "C4H6N2O2", "method": "the ωB97M-V functional and the def2-TZVPD basis", "elements": ["C", "N", "N", "C", "C", "O", "O", "C", "H", "H", "H", "H", "H", "H"], "positions_angstrom": [[-0.20298, 1.39145, -2.39093], [0.17724, 1.22569, -1.16190], [-0.47124, 0.00973, -0.90446], [-0.08039, -0.29590, 0.31774], [-0.72983, -1.62749, 0.81001], [-1.97737, -2.09009, 0.81725], [0.96509, -0.05547, 1.09702], [1.85863, 1.08238, 1.19663], [-0.09268, 2.57595, -2.68458], [-0.87485, 0.77390, -2.93211], [-0.01940, -2.14998, 1.53030], [2.54515, 1.12010, 0.35797], [1.18466, 1.99986, 1.18038], [2.34078, 0.89408, 2.09778]], "homo_ev": -9.5, "charge": 0, "gap_ha": 0.33332, "lumo_energy_ev": -0.5, "e_above_lowest_ev": 5.667}

***

3.
{"formula": "C4H6N2O2", "method": "the ωB97M-V functional and the def2-TZVPD basis", "elements": ["C", "N", "N", "C", "C", "C", "O", "O", "H", "H", "H", "H", "H", "H"], "positions_angstrom": [[2.69331, 0.25393, 0.08183], [1.76701, -0.77090, -0.50638], [0.52630, -0.14139, 0.36617], [-0.28902, -1.07708, 1.10300], [-0.81967, -0.41374, -0.25242], [-1.73814, 0.44365, -0.91933], [-2.61117, 0.00724, -1.71307], [-1.69967, 1.75842, -0.33310], [3.94396, 0.33788, -0.05271], [2.49236, 1.31414, 0.85952], [-0.41462, -2.28563, 1.27558], [-0.71159, -0.54117, 2.05312], [-0.78235, -1.07100, -1.06518], [-2.35672, 2.18565, -0.89704]], "homo_ev": -9.9, "charge": 0, "gap_ha": 0.36064, "lumo_energy_ev": -0.1, "e_above_lowest_ev": 8.278}

***

4.
{"formula": "C4H6N2O2", "method": "the ωB97M-V functional and the def2-TZVPD basis", "elements": ["C", "C", "C", "C", "H", "H", "H", "H", "H", "H", "N", "N", "O", "O"], "positions_angstrom": [[2.32589, 1.33617, -0.72895], [0.65128, -0.15858, -0.21984], [-0.36674, 0.77370, 0.04477], [-1.44587, 0.00194, 0.35890], [3.27930, 1.60552, -1.24371], [2.35781, 1.78979, 0.22907], [1.50002, 1.90819, -1.37313], [2.70474, -0.84149, -0.15883], [-0.39007, 1.92088, 0.74295], [-2.80023, -0.50210, 1.44403], [1.95576, -0.15979, -0.63774], [-1.26294, -1.32809, 0.20607], [-2.45551, 0.42174, 0.99546], [0.14443, -1.31986, -0.16396]], "homo_ev": -8.7, "charge": 0, "gap_ha": 0.34528, "lumo_energy_ev": 0.7, "e_above_lowest_ev": 4.879}

***

5.
{"formula": "C4H6N2O2", "method": "the ωB97M-V functional and the def2-TZVPD basis", "elements": ["C", "C", "C", "N", "N", "C", "O", "O", "H", "H", "H", "H", "H", "H"], "positions_angstrom": [[0.91403, 0.61308, 1.04304], [-0.05941, 0.08366, 0.00073], [-1.43662, 0.53578, 0.36804], [0.25712, 0.57430, -1.32765], [0.74562, -0.37090, -2.05670], [0.59404, -1.55767, -1.34710], [0.93334, -2.66960, -1.76934], [0.05016, -1.34065, -0.11628], [1.88684, 0.17714, 0.86243], [0.97712, 1.65931, 0.97519], [0.55306, 0.37687, 2.04671], [-2.21463, 0.17409, -0.35410], [-1.49358, 1.63404, 0.33500], [-1.70709, 0.11055, 1.34002]], "homo_ev": -10.8, "charge": 0, "gap_ha": 0.35596, "lumo_energy_ev": -1.1, "e_above_lowest_ev": 1.715}

***

6.
{"formula": "C4H6N2O3", "method": "the ωB97M-V functional and the def2-TZVPD basis", "elements": ["N", "C", "C", "C", "N", "C", "O", "O", "O", "H", "H", "H", "H", "H", "H"], "positions_angstrom": [[0.37329, -0.77624, -0.99910], [0.50488, -0.53742, 0.51796], [-1.74034, -0.17639, -0.30028], [-0.84365, 0.40718, 0.57207], [1.21505, 0.05103, -1.78623], [-0.86416, 1.65755, 1.03325], [0.10602, -1.79691, 1.08049], [1.53895, 0.01437, 0.95772], [-2.61410, -0.69539, -0.82306], [0.77399, -1.97501, 1.75464], [0.56875, -1.75351, -1.20012], [0.68142, 0.85982, -2.08749], [1.95915, 0.38496, -1.16947], [-1.65509, 2.36780, 0.82981], [-0.00415, 1.96816, 1.61980]], "homo_ev": [-9.0, -9.0], "charge": 0, "gap_ha": [0.28674, 0.28677], "lumo_energy_ev": [-1.2, -1.2], "e_above_lowest_ev": 4.820}